{"formula": "C23H47BeBr2CaF6IN3NaNbO13PS2", "method": "ωB97M-V/def2-TZVPD", "lumo_ev": -3.854, "e_homo_ev": -7.113, "homo_lumo_gap_ev": 3.259, "total_charge": 0, "e_tot_ha": -10140.57733, "elements": ["C", "C", "O", "P", "O", "C", "C", "C", "Nb", "C", "C", "C", "I", "C", "C", "C", "F", "F", "F", "N", "C", "S", "O", "N", "O", "O", "C", "C", "H", "H", "H", "H", "H", "H", "H", "H", "H", "H", "H", "H", "H", "H", "H", "H", "H", "H", "H", "H", "H", "H", "H", "H", "H", "H", "H", "Na", "Be", "F", "F", "C", "C", "O", "S", "O", "O", "O", "H", "H", "H", "H", "Ca", "C", "C", "C", "O", "C", "N", "H", "H", "H", "H", "H", "H", "H", "H", "H", "H", "H", "F", "Br", "C", "C", "Br", "H", "H", "H", "H", "C", "O", "O", "O", "H"], "xyz": [[2.46250, 2.43798, -1.58189], [1.51208, 1.83184, -2.58254], [0.54169, 0.94101, -1.95909], [-0.25020, 0.04526, -3.10706], [-1.70866, 0.10628, -2.75980], [0.37678, -1.65752, -2.97373], [1.73615, -1.70520, -3.63254], [2.49776, -3.03889, -3.41051], [3.82669, -2.85536, -1.63414], [4.97090, -4.71155, -2.11259], [6.12235, -4.49344, -3.09077], [7.34110, -3.78234, -2.44427], [8.34992, -2.61784, -4.01298], [2.53342, -1.16251, -0.79911], [2.57501, -0.73691, 0.66767], [1.27910, 0.03348, 1.00663], [0.31398, -0.06659, 0.02106], [0.69946, -0.46206, 2.07716], [1.47684, 1.32738, 1.22369], [5.18700, -1.51667, -2.61250], [5.00265, -1.38538, -3.79915], [5.01395, -1.42201, -5.34187], [5.08098, -2.67143, 0.08138], [4.84119, -3.70873, 1.02561], [5.28840, -3.40856, 2.05142], [0.09844, 0.53613, -4.56023], [-0.95189, 1.26874, -5.24493], [-0.99795, 2.72561, -4.82838], [3.15520, 3.10189, -2.09623], [3.07032, 1.70728, -1.05874], [1.95594, 3.03031, -0.82129], [2.09887, 1.28905, -3.32280], [1.04406, 2.64682, -3.12753], [-0.35672, -2.31538, -3.43619], [0.43157, -1.89721, -1.91187], [2.34262, -0.85265, -3.33205], [1.61341, -1.58469, -4.70953], [2.98944, -3.36368, -4.32635], [1.78814, -3.84271, -3.18740], [2.66449, -3.96539, -0.77580], [5.40976, -5.12329, -1.16299], [4.34751, -5.51968, -2.50908], [6.48570, -5.49058, -3.34642], [5.83980, -4.04346, -4.03843], [8.05805, -4.47518, -2.04710], [7.04721, -3.06280, -1.68972], [1.51849, -1.53067, -0.92762], [2.61230, -0.27048, -1.41830], [3.41555, -0.05339, 0.81076], [2.65939, -1.55913, 1.36743], [-0.67470, 1.24783, -6.29668], [-1.91075, 0.76546, -5.18001], [-1.22079, 2.77084, -3.76122], [-1.71567, 3.30756, -5.39808], [-0.02486, 3.18442, -4.99045], [-1.20632, 0.14589, -0.47195], [6.05873, -0.92917, -0.23333], [7.01088, -5.39834, -0.73098], [4.73245, 0.66381, -6.08904], [-6.02429, -3.23986, 1.81227], [-6.30884, -3.76752, 0.42556], [-6.20477, -2.60592, -0.44230], [-5.12555, -1.60949, 0.09984], [-3.86822, -1.84424, -0.57245], [-5.68583, -0.32788, 0.21196], [-4.97160, -2.24534, 1.60659], [-6.88702, -2.73029, 2.23735], [-5.68966, -4.01437, 2.49645], [-7.29536, -4.21223, 0.34765], [-5.55796, -4.49185, 0.10752], [-2.88544, -1.36206, 1.65916], [-5.70169, 3.74199, 6.24325], [-4.97241, 4.40248, 5.07686], [-5.06389, 3.60521, 3.76628], [-4.21153, 2.47178, 3.71086], [-4.70834, 1.33095, 4.36515], [-3.58856, 4.65803, 5.47562], [-5.14856, 2.89632, 6.65185], [-5.83544, 4.45574, 7.05466], [-6.69222, 3.39149, 5.94179], [-5.45528, 5.36768, 4.89694], [-4.73714, 4.25099, 2.94774], [-6.10247, 3.32040, 3.54721], [-5.79774, 1.24973, 4.28903], [-4.40213, 1.32243, 5.41129], [-4.25726, 0.45290, 3.89491], [-3.12703, 5.18981, 4.74560], [-3.09640, 3.76772, 5.47527], [-0.62837, 1.07245, 2.75663], [-1.57422, 4.57052, -0.14442], [-0.31555, 5.80794, 0.68489], [-0.51561, 5.89382, 2.17021], [-2.07588, 6.97969, 2.59408], [-0.44250, 6.76318, 0.18696], [0.66838, 5.40747, 0.45217], [0.32416, 6.40039, 2.63911], [-0.65858, 4.92539, 2.63971], [-0.78864, -1.96120, 5.47120], [-0.77084, -1.70467, 4.21520], [0.48501, -2.03489, 6.00429], [-1.74693, -2.13581, 6.20609], [0.98246, -1.84285, 5.19239]], "forces_ev_per_a": [[0.0, 0.2, 0.5], [1.2, 0.6, 0.1], [-0.3, 0.2, -3.3], [-0.6, -0.8, 1.3], [0.4, 0.0, 0.5], [-0.2, 1.2, -0.3], [0.6, -1.0, -0.9], [-0.2, 0.2, 0.8], [1.1, -0.7, -2.6], [-1.9, -0.3, 1.0], [0.8, 0.2, 0.4], [-0.7, 0.2, -1.1], [0.2, 0.0, 0.2], [-0.3, -1.1, 1.4], [-0.6, 0.7, -1.1], [1.6, -0.3, 2.1], [7.2, -1.5, 3.5], [0.8, -1.7, -0.3], [0.1, 0.3, -0.7], [-0.1, 0.0, 1.5], [1.1, 0.4, 0.2], [-0.6, 1.9, -1.5], [0.7, 2.3, -1.4], [1.0, 0.5, 1.3], [-0.3, -0.7, 0.1], [-0.5, 0.1, 0.4], [0.1, 0.9, -1.5], [0.3, -0.4, 0.6], [0.0, 0.0, -0.2], [0.0, -0.2, 0.0], [-0.2, 0.0, 0.0], [0.0, -0.2, 0.0], [-0.5, -0.1, 0.1], [0.0, 0.0, -0.2], [-0.3, -0.1, -0.3], [0.0, 0.1, 0.0], [-0.2, 0.2, 0.0], [0.3, 0.1, 0.0], [-0.1, 0.0, 0.1], [0.2, 0.3, 0.0], [0.1, 0.2, -0.4], [-0.2, 0.0, 0.1], [-0.1, -0.1, 0.0], [-0.2, 0.3, 0.0], [0.2, 0.0, 0.1], [0.2, 0.1, 0.1], [0.6, 0.0, 0.0], [0.3, -0.2, -0.1], [-0.1, 0.0, 0.3], [0.0, -0.1, 0.1], [0.2, -0.3, 0.0], [0.0, -0.1, 0.5], [-0.2, 0.3, 0.0], [-0.3, -0.2, 0.0], [0.1, 0.0, 0.0], [-7.7, 2.4, -3.1], [-1.4, -2.1, -0.7], [0.1, -0.3, 0.8], [0.2, -1.6, 0.7], [-0.8, -0.2, 0.3], [0.5, -0.5, 0.0], [0.3, 0.3, 0.4], [-2.7, -1.3, -1.4], [0.4, 0.5, 1.2], [0.6, 0.6, 0.0], [0.1, -0.1, -0.7], [0.1, 0.1, 0.0], [0.3, 0.1, 0.0], [-0.1, 0.3, -0.2], [0.0, 0.0, 0.0], [3.1, 0.9, 3.5], [-0.2, 0.0, 0.0], [0.1, -0.3, 0.2], [0.0, 0.3, -0.1], [-0.3, -0.1, -0.2], [0.2, 0.2, 0.1], [0.0, -0.1, -0.2], [0.0, 0.0, 0.0], [0.1, 0.0, 0.0], [0.0, 0.0, 0.0], [0.0, 0.0, -0.1], [0.1, 0.0, 0.0], [0.0, -0.1, 0.1], [0.0, 0.0, 0.0], [-0.1, -0.2, 0.0], [0.2, -0.2, 0.0], [0.0, 0.2, 0.0], [0.0, 0.0, 0.1], [-2.5, 0.4, -0.9], [0.0, 0.0, -0.1], [0.1, -0.3, -0.1], [-0.1, 0.2, 0.2], [0.0, -0.1, 0.1], [0.0, 0.0, 0.0], [0.0, 0.0, 0.1], [0.0, 0.0, 0.0], [0.0, -0.1, -0.1], [-0.5, 0.0, -0.2], [-0.8, -0.4, -1.1], [-0.2, 0.2, -0.6], [-0.2, -0.1, 0.1], [0.4, 0.0, 0.4]]}

***

{"formula": "C23H47IrNO2S2Si2", "method": "ωB97M-V/def2-TZVPD", "lumo_ev": [-2.282, -5.475], "s2": 6.0160, "e_homo_ev": [-9.178, -10.881], "e_above_lowest_ev": 1.503, "multiplicity": 5, "homo_lumo_gap_ev": [6.897, 5.406], "total_charge": 1, "e_tot_ha": -2589.04997, "elements": ["O", "O", "C", "C", "H", "H", "H", "H", "H", "C", "C", "H", "H", "H", "H", "H", "C", "C", "C", "H", "H", "H", "H", "H", "C", "H", "H", "H", "H", "H", "H", "Ir", "C", "Si", "H", "H", "C", "C", "C", "C", "Si", "H", "H", "C", "C", "C", "H", "H", "H", "H", "H", "H", "H", "H", "H", "H", "H", "H", "H", "H", "H", "H", "H", "H", "S", "C", "N", "C", "C", "C", "C", "C", "C", "S", "H", "H", "H", "H"], "xyz": [[-1.39785, -2.87556, -1.23564], [-2.21140, -0.68699, -2.39179], [-0.02516, -3.28672, -1.18567], [0.20209, -4.62257, -0.50907], [0.57911, -2.52665, -0.66754], [0.28956, -3.31030, -2.23621], [0.29120, -4.49784, 0.57322], [1.15970, -5.01332, -0.86100], [-0.58592, -5.34539, -0.73853], [-2.05174, -2.72710, 0.04541], [-3.49354, -3.14572, -0.08721], [-2.01461, -1.66697, 0.36159], [-1.52743, -3.32605, 0.81308], [-4.02858, -2.54288, -0.83088], [-3.99246, -3.00038, 0.87879], [-3.57579, -4.20493, -0.35926], [-3.30628, 0.27705, -2.46509], [-2.02023, -1.46201, -3.61496], [-4.40074, -0.02339, -1.46702], [-3.72192, 0.27869, -3.48812], [-2.86128, 1.25998, -2.26609], [-4.96236, -0.92381, -1.74581], [-5.11106, 0.81321, -1.46543], [-4.00812, -0.13838, -0.44872], [-3.07632, -2.52574, -3.75576], [-1.02015, -1.90117, -3.52225], [-2.02794, -0.77214, -4.47847], [-3.03926, -3.19964, -2.88785], [-2.87401, -3.10905, -4.66438], [-4.07985, -2.08218, -3.84320], [-1.09239, -0.71423, -1.44923], [1.31948, 0.93409, 0.58332], [-0.36858, -0.01684, -0.58413], [0.75837, 1.05919, -1.73305], [-1.20182, 0.50750, -0.10824], [-0.06755, -0.88646, 0.00363], [1.80958, -0.00190, -2.88513], [1.53008, 2.63487, -0.88367], [-0.33043, 1.97340, -2.98416], [3.01604, 0.19100, 0.01141], [4.00798, 0.95710, 1.44962], [3.46258, 0.54731, -0.92871], [3.04747, -0.91042, -0.03748], [5.05686, 2.31743, 0.66501], [5.06098, -0.44947, 2.10357], [3.21139, 1.71904, 2.98484], [0.32543, 2.59655, -3.61085], [-1.05239, 2.62596, -2.47638], [-0.86691, 1.26543, -3.63037], [2.57764, -0.59450, -2.37591], [2.29450, 0.66846, -3.61244], [1.14463, -0.68812, -3.43042], [1.69635, 2.69593, 0.24300], [0.78993, 3.43506, -1.04269], [2.48987, 2.86904, -1.35891], [5.40766, -1.08729, 1.28148], [4.48396, -1.06840, 2.80264], [5.94417, -0.06250, 2.63151], [3.25088, 1.03201, 3.83701], [2.17145, 2.04618, 2.88358], [3.79534, 2.61426, 3.23725], [5.41081, 3.01196, 1.43856], [4.49815, 2.90023, -0.07806], [5.94080, 1.89341, 0.17023], [1.30442, -1.17259, 2.10397], [0.17544, -0.15695, 2.81729], [0.07169, 1.07313, 2.30384], [-0.59997, 1.98654, 3.12365], [-0.52348, 3.38820, 3.07836], [-0.95853, 4.10298, 4.19085], [-1.54288, 3.45075, 5.29238], [-1.65771, 2.05801, 5.32027], [-1.13175, 1.33538, 4.26734], [-0.79271, -0.38357, 4.25746], [-0.09886, 3.86149, 2.18720], [-0.85543, 5.18908, 4.21331], [-1.90558, 4.03566, 6.13547], [-2.11458, 1.50457, 6.13564]], "forces_ev_per_a": [[0.3, -0.3, 0.9], [-1.2, 0.0, -1.5], [-0.4, 0.2, 0.0], [0.3, 0.0, 0.1], [0.0, -0.1, -0.2], [0.0, 0.0, 0.2], [-0.1, -0.2, -0.1], [-0.1, -0.1, 0.1], [0.1, 0.1, 0.0], [0.4, 0.0, -0.2], [-0.3, -0.2, 0.1], [0.1, -0.4, -0.1], [-0.3, 0.2, -0.3], [0.3, -0.3, 0.2], [0.0, -0.1, -0.2], [0.0, 0.2, 0.0], [0.5, -0.1, 0.0], [0.0, 0.4, 0.4], [-0.3, 0.0, 0.0], [0.3, 0.0, 0.4], [-0.2, -0.2, -0.1], [0.2, 0.2, 0.1], [0.1, -0.1, 0.0], [-0.1, 0.0, -0.2], [-0.1, -0.3, 0.0], [-0.2, 0.1, 0.0], [0.1, -0.2, 0.3], [-0.1, 0.3, -0.4], [-0.2, 0.1, 0.2], [0.3, -0.2, 0.0], [1.3, 1.8, 0.9], [-2.1, 0.2, 3.2], [-1.2, -1.0, -1.7], [-1.5, -1.0, -3.1], [0.1, 0.1, 0.1], [0.0, 0.2, 0.0], [0.3, 0.1, 0.4], [-0.1, 1.6, -0.2], [-0.1, 0.1, 0.3], [2.4, -1.6, -1.4], [1.4, -0.2, 0.5], [0.0, 0.2, 0.4], [0.1, 0.3, 0.4], [0.0, 0.0, 0.0], [0.2, -0.1, -0.1], [-0.4, 0.3, 0.1], [-0.2, -0.1, 0.2], [0.1, -0.1, -0.2], [0.2, 0.2, 0.2], [-0.2, 0.1, -0.3], [-0.1, -0.3, 0.1], [0.1, 0.3, 0.1], [0.4, 1.1, -0.5], [0.3, -0.2, -0.4], [-0.2, 0.0, 0.1], [0.0, 0.1, 0.2], [0.1, 0.1, -0.1], [-0.2, -0.1, -0.1], [0.0, 0.0, -0.2], [0.3, 0.1, 0.2], [-0.1, -0.2, 0.0], [-0.1, -0.1, -0.2], [0.1, 0.0, 0.1], [-0.2, 0.1, 0.0], [-0.2, -1.4, 0.6], [-0.7, 0.8, 0.6], [0.2, -0.2, 0.1], [0.4, -0.4, 1.1], [-0.1, -0.5, -0.2], [-0.3, -0.1, 0.0], [-0.1, -0.3, -0.2], [-0.2, 0.4, 0.1], [0.3, 0.4, -0.7], [0.4, 0.2, -0.5], [-0.1, 0.0, 0.4], [-0.1, -0.3, -0.1], [0.1, -0.1, -0.2], [0.1, 0.4, 0.1]]}

***

{"formula": "C23H47MnN9O3P2", "method": "ωB97M-V/def2-TZVPD", "lumo_ev": [-5.679, -5.799], "s2": 8.7532, "e_homo_ev": [-13.609, -14.171], "e_above_lowest_ev": 1.071, "multiplicity": 6, "homo_lumo_gap_ev": [7.930, 8.372], "total_charge": 2, "e_tot_ha": -3456.55787, "elements": ["Mn", "C", "C", "N", "C", "C", "N", "C", "C", "N", "C", "C", "N", "C", "C", "C", "C", "C", "C", "C", "N", "H", "H", "H", "H", "H", "H", "H", "H", "H", "H", "H", "H", "H", "H", "H", "H", "H", "H", "H", "H", "H", "H", "H", "C", "N", "C", "P", "O", "O", "P", "O", "N", "C", "C", "N", "C", "C", "N", "C", "C", "H", "H", "H", "H", "H", "H", "H", "H", "H", "H", "H", "H", "H", "H", "H", "H", "H", "H", "H", "H", "H", "H", "H", "H"], "xyz": [[-0.19142, -1.06766, -0.77077], [-3.23677, 1.06866, -3.45546], [-2.02607, 0.28965, -2.85686], [-2.11324, -0.70942, -2.03797], [-3.39018, -1.23244, -1.50498], [-3.11483, -1.22034, -0.04331], [-1.91039, -1.87177, 0.44840], [-1.95779, -3.31880, 0.53961], [-1.13880, -4.01033, -0.60063], [0.07046, -3.27018, -1.05803], [1.26916, -3.45935, -0.23136], [2.49928, -2.71352, -0.89088], [2.00133, -1.39556, -1.31732], [2.47762, -0.80690, -2.36257], [3.70904, -1.23736, -3.05865], [1.66513, 0.18268, -3.02617], [2.02436, 0.94034, -4.10952], [0.99509, 1.46869, -4.93209], [-0.32636, 1.27182, -4.53716], [-0.59720, 0.53722, -3.40896], [0.37829, 0.13309, -2.59535], [-3.08044, 2.18723, -3.58059], [-4.18305, 0.80507, -2.86704], [-3.42863, 0.61672, -4.45428], [-3.43961, -2.26336, -1.90121], [-4.16898, -0.60508, -1.83841], [-3.99139, -1.54956, 0.46760], [-2.98037, -0.15692, 0.29785], [-1.79609, -1.50467, 1.37875], [-2.95209, -3.69038, 0.49837], [-1.52242, -3.55558, 1.50228], [-1.80862, -4.19032, -1.56194], [-0.90310, -5.06800, -0.31290], [0.16051, -3.45654, -2.05435], [1.58768, -4.49114, -0.22612], [1.10268, -3.14235, 0.76336], [2.96215, -3.28575, -1.73183], [3.27961, -2.59374, -0.13672], [3.69199, -2.10952, -3.73868], [4.47048, -1.63396, -2.40122], [4.15060, -0.47478, -3.69963], [3.07048, 1.09096, -4.43639], [1.11267, 1.99715, -5.90377], [-1.18939, 1.62397, -5.09256], [-0.89851, 4.16127, 2.25157], [-1.15037, 3.29981, 1.07943], [-2.64427, 3.02090, 0.84094], [-0.02830, 2.10197, 0.73237], [-0.75644, 0.96321, 0.00010], [0.61929, 1.60218, 2.09107], [0.68288, 0.02099, 2.39967], [1.03782, -0.82892, 1.25610], [-0.69943, -0.40025, 3.13507], [-1.89988, 0.44576, 3.31445], [-0.76054, -1.82684, 3.61277], [1.82143, -0.10323, 3.61799], [3.19294, -0.43478, 3.17006], [1.69734, 0.78453, 4.79924], [1.29592, 2.74874, 0.04188], [2.53425, 1.87512, 0.15653], [1.23451, 3.49849, -1.20979], [-1.23618, 5.11501, 1.98579], [0.19838, 4.27291, 2.51412], [-1.45886, 3.77351, 3.09411], [-3.02801, 3.99806, 0.53514], [-3.01069, 2.52303, 1.72934], [-2.74027, 2.26444, -0.00436], [-2.55049, 0.06893, 4.10705], [-2.55089, 0.45480, 2.40220], [-1.61925, 1.46434, 3.54889], [-0.43475, -2.54184, 2.90048], [-1.80270, -2.12824, 3.85471], [-0.22370, -1.90700, 4.53361], [3.03924, -1.04499, 2.25495], [3.67831, -1.02920, 3.89504], [3.79565, 0.46994, 2.86464], [2.42811, 0.51536, 5.52024], [0.66343, 0.79951, 5.17634], [1.95903, 1.78431, 4.50711], [2.85702, 1.64633, 1.18114], [3.34311, 2.50175, -0.24271], [2.44969, 0.93689, -0.34472], [0.25606, 3.99968, -1.16271], [1.38185, 2.81589, -2.10175], [2.09587, 4.18966, -1.19870]], "forces_ev_per_a": [[0.3, 0.8, 0.2], [-0.2, -0.7, 0.4], [-0.5, -0.8, -0.3], [0.3, 1.2, -1.8], [3.3, -0.5, -0.8], [-0.8, 2.0, 1.5], [-0.2, 0.1, -0.4], [1.8, -0.3, -0.8], [-1.2, -1.2, -1.7], [-1.3, -0.1, 0.6], [1.8, -0.6, -2.5], [-0.6, 0.4, 0.3], [0.3, 0.0, -1.3], [1.0, -2.0, 1.3], [1.4, -0.8, -0.9], [-2.0, 0.9, 0.5], [0.3, 0.8, -2.1], [-0.6, 0.2, 0.1], [-0.1, 0.0, -0.8], [-0.6, 0.9, 2.6], [-0.1, -0.7, -1.4], [-0.2, -1.5, 0.4], [1.4, 1.0, -0.8], [0.2, 0.5, 0.4], [-0.4, 0.4, 0.1], [-1.4, 0.1, 0.2], [-0.8, -0.6, 0.6], [-0.3, -0.7, -0.6], [0.3, 0.1, 0.2], [-1.0, -0.4, 0.1], [0.0, -0.5, 0.1], [1.2, 0.7, 1.9], [0.0, 0.9, 0.0], [0.6, -0.1, 0.3], [-0.2, -0.6, 0.3], [-0.3, 0.6, 0.9], [-0.6, 0.3, 0.5], [0.0, 0.0, 0.1], [-1.1, 0.3, 0.0], [0.3, 0.5, 0.7], [0.0, 0.1, 0.4], [-0.8, -0.3, 0.4], [0.6, -0.4, 1.0], [0.4, 0.1, -0.3], [1.4, -1.0, -0.2], [0.4, -1.7, -0.4], [2.4, -0.7, -1.3], [-2.9, 0.4, -1.8], [1.1, 1.3, 1.0], [-0.5, -0.8, 0.6], [1.3, -0.5, 2.9], [0.1, -0.3, -1.0], [-1.7, -0.5, 0.3], [-0.4, -0.5, -0.9], [-1.5, 1.3, 0.6], [-0.1, 0.1, -0.8], [-0.9, 0.9, -1.8], [-0.6, -0.1, -1.4], [1.3, -1.4, 0.6], [0.3, 1.8, 0.5], [0.3, -0.5, -0.1], [-0.6, 1.6, 0.0], [-1.2, -0.4, -0.4], [0.0, 0.1, 0.4], [-0.6, -0.4, 0.5], [-0.7, 0.5, 0.2], [0.2, 1.2, 1.0], [0.4, 0.0, 0.1], [0.6, 0.1, 0.5], [0.1, 0.2, 0.1], [0.8, -0.4, -0.7], [0.4, 0.6, -0.3], [0.6, -0.2, 0.5], [0.5, 0.3, 0.6], [0.7, -0.4, 0.9], [-0.4, -0.8, 0.6], [0.3, -0.6, 0.9], [0.5, -0.3, 0.1], [0.0, 0.8, -0.1], [-0.6, 0.4, -0.2], [-0.1, -0.4, -0.2], [-0.2, -0.5, -0.6], [0.5, 0.2, -0.7], [-0.6, 0.8, 0.8], [-0.7, 0.0, -0.1]]}